Record 1
{
  "formula": "C15H10NS3SbTi",
  "method": "ωB97M-V/def2-TZVPD",
  "gap_ev": [7.7, 6.6],
  "s_squared": 0.754,
  "spin_multiplicity": 2,
  "e_tot_ha": -2916.50331,
  "largest_force_ev_per_a": 0.70,
  "charge": 1,
  "lumo_ev": [-4.57, -5.65],
  "homo_ev": [-12.25, -12.24],
  "elements": ["Ti", "C", "C", "C", "C", "C", "C", "C", "C", "C", "C", "C", "C", "C", "C", "C", "N", "H", "H", "H", "H", "H", "H", "H", "H", "H", "H", "S", "Sb", "S", "S"],
  "coordinates": [[-0.53122, 0.29819, -1.79553], [3.72495, -0.19502, -2.66616], [4.17263, -0.32403, -1.35864], [3.27103, -0.33259, -0.30213], [1.90987, -0.22484, -0.56020], [1.45018, -0.09061, -1.88984], [2.36735, -0.06881, -2.93374], [0.91432, -0.26069, 0.54329], [1.24129, -0.24840, 1.91139], [0.24433, -0.23670, 2.84112], [-1.11260, -0.26897, 2.45453], [-2.17731, -0.26080, 3.38565], [-3.47014, -0.30804, 2.94962], [-3.74178, -0.37876, 1.56614], [-2.73295, -0.39162, 0.64149], [-1.39903, -0.32517, 1.08215], [-0.36881, -0.30106, 0.16707], [4.44138, -0.18794, -3.47710], [5.23050, -0.42191, -1.15602], [3.64753, -0.43837, 0.70558], [2.04359, 0.04621, -3.95998], [2.27459, -0.22378, 2.21895], [0.49255, -0.20169, 3.89518], [-1.95370, -0.21826, 4.44405], [-4.28579, -0.30206, 3.65896], [-4.76787, -0.43572, 1.22717], [-2.97215, -0.48546, -0.41190], [-2.11355, 2.79974, -5.15319], [-2.83368, 1.90775, -3.05635], [-2.03798, -0.39458, -3.30207], [-0.92755, 2.47398, -1.66946]],
  "forces_ev_per_angstrom": [[0.0, 0.2, -0.1], [0.1, 0.0, 0.0], [-0.1, 0.0, 0.0], [0.1, 0.0, -0.1], [0.0, 0.0, 0.2], [-0.1, 0.1, -0.1], [0.1, 0.0, 0.1], [-0.1, -0.1, -0.1], [0.1, 0.0, -0.1], [0.0, 0.0, 0.1], [-0.1, -0.1, 0.2], [0.0, 0.0, 0.0], [0.0, 0.0, -0.1], [-0.1, 0.0, 0.0], [-0.1, 0.0, 0.1], [0.2, 0.0, -0.3], [-0.2, 0.0, 0.0], [0.0, 0.0, 0.0], [0.0, 0.0, 0.0], [0.0, 0.0, 0.0], [-0.1, 0.0, 0.0], [0.0, 0.0, 0.0], [0.0, 0.0, 0.0], [0.0, 0.0, 0.0], [0.0, 0.0, 0.0], [0.0, 0.0, 0.0], [0.1, 0.0, 0.0], [0.0, -0.1, 0.2], [-0.4, 0.2, -0.5], [0.2, -0.3, 0.2], [0.3, 0.0, 0.2]]
}



Record 2
{
  "formula": "C2H9N3O2S",
  "method": "ωB97M-V/def2-TZVPD",
  "gap_ev": [8.5, 8.4],
  "e_tot_ha": -794.40246,
  "largest_force_ev_per_a": 5.26,
  "lumo_ev": [0.23, 0.23],
  "homo_ev": [-8.22, -8.22],
  "elements": ["C", "C", "N", "N", "N", "O", "O", "S", "H", "H", "H", "H", "H", "H", "H", "H", "H"],
  "coordinates": [[2.36450, 0.33773, -0.19111], [0.86381, 0.42284, 0.22002], [0.37542, -1.77120, -0.47716], [-2.09834, 1.28096, 0.94463], [0.18901, -0.86966, 0.38787], [-1.65074, 0.58747, -1.49974], [-2.65614, -1.21130, -0.01256], [-1.79150, -0.02905, -0.14907], [2.85727, -0.06946, 0.68611], [2.40164, -0.47326, -0.88613], [2.71659, 1.31108, -0.53211], [0.61765, 0.73478, 1.23859], [0.18340, 0.98423, -0.45621], [0.59264, -1.61901, -1.53655], [-0.14189, -2.66676, -0.33476], [-2.06967, 1.02201, 1.93658], [-2.75367, 2.02862, 0.66161]],
  "forces_ev_per_angstrom": [[-2.0, -0.3, 1.4], [-0.5, 0.3, 0.0], [0.5, -3.3, -4.1], [0.0, -0.6, -0.7], [-2.1, 1.4, 0.9], [-0.6, -0.6, 2.0], [0.3, 1.5, -0.1], [0.4, -0.5, -0.1], [0.6, 0.4, 0.1], [0.5, 0.0, -1.1], [0.2, -0.4, 0.0], [1.0, 1.2, -0.2], [1.5, 0.2, 0.0], [-0.6, 0.3, 2.3], [0.7, 1.2, 0.1], [-0.4, 0.1, -0.8], [0.5, -0.9, 0.2]]
}



Record 3
{
  "formula": "C25H50N2P2V",
  "method": "ωB97M-V/def2-TZVPD",
  "gap_ev": [6.8, 6.7],
  "s_squared": 3.832,
  "spin_multiplicity": 4,
  "e_tot_ha": -2718.60217,
  "largest_force_ev_per_a": 2.08,
  "lumo_ev": [0.41, 0.05],
  "homo_ev": [-6.39, -6.61],
  "elements": ["C", "C", "C", "C", "C", "C", "C", "C", "N", "V", "C", "P", "H", "H", "H", "H", "H", "H", "H", "H", "C", "C", "H", "C", "C", "H", "H", "H", "H", "H", "H", "H", "H", "H", "H", "H", "H", "H", "H", "C", "C", "C", "C", "P", "N", "C", "C", "C", "C", "C", "C", "C", "C", "H", "H", "H", "H", "H", "H", "H", "H", "H", "H", "H", "H", "H", "H", "H", "H", "H", "H", "H", "H", "H", "H", "H", "H", "H", "H", "H"],
  "coordinates": [[0.98640, 2.99234, -4.21441], [-0.28129, 2.49848, -3.90579], [-0.44211, 1.44068, -2.98765], [0.68834, 0.88886, -2.38775], [1.96656, 1.37242, -2.69541], [2.11220, 2.44408, -3.59024], [-1.80488, 0.92509, -2.64241], [-1.90841, -0.56811, -2.21390], [-1.82810, -1.49058, -3.28920], [0.35735, -0.45833, -0.79034], [3.14005, 0.68890, -2.05377], [2.50712, -0.98400, -1.52058], [-1.16953, 2.92366, -4.37707], [3.11370, 2.82150, -3.80573], [1.10367, 3.79841, -4.94315], [3.49751, 1.22030, -1.15478], [3.99488, 0.56271, -2.73719], [-2.23069, 1.51633, -1.80885], [-2.49558, 1.07759, -3.48590], [-1.21127, -0.90934, -1.37224], [3.90340, -1.66411, -0.60340], [2.62817, -1.86995, -3.11570], [-2.92510, -0.69181, -1.79047], [-0.95657, -1.36688, -4.41713], [-2.54861, -2.72806, -3.18359], [0.85996, -2.14942, -0.40538], [-1.41756, -1.93285, -5.24649], [-0.81131, -0.32431, -4.73435], [0.03206, -1.82392, -4.22633], [-2.77386, -3.09479, -4.20171], [-1.95306, -3.50933, -2.66269], [-3.49651, -2.58215, -2.63105], [3.67863, -1.94210, -3.42511], [2.21181, -2.87546, -2.98677], [2.05983, -1.36236, -3.90092], [4.82898, -1.57644, -1.19492], [4.01590, -1.13124, 0.34978], [3.69451, -2.72261, -0.39649], [-0.02719, -2.15854, -0.43886], [0.98186, 3.20827, 1.36733], [-0.39803, 2.74552, 1.84330], [-0.82877, 3.44093, 3.14165], [-1.42683, 3.03955, 0.74250], [-0.44294, 0.85397, 2.14226], [0.19644, 0.33389, 0.72642], [0.79814, 0.34982, 3.54344], [0.03438, 0.41362, 4.87732], [1.25994, -1.08616, 3.29278], [2.03328, 1.24938, 3.63381], [-2.26837, -2.38743, 2.13251], [-3.05401, -1.70924, 1.09530], [-1.39707, -3.51892, 1.80655], [-2.50107, -2.01100, 3.53512], [0.86966, 4.19551, 0.89697], [1.39316, 2.52639, 0.61230], [1.70826, 3.31630, 2.18269], [-0.92249, 4.51911, 2.95236], [-1.80427, 3.06171, 3.47563], [-0.11645, 3.30378, 3.96443], [-1.13655, 2.57834, -0.20920], [-2.42867, 2.68111, 1.01467], [-1.47827, 4.12875, 0.59672], [-0.86450, -0.21429, 4.85621], [0.69342, 0.04612, 5.67747], [-0.27204, 1.43604, 5.13373], [1.73211, -1.19476, 2.30778], [2.00876, -1.33762, 4.06205], [0.44121, -1.81164, 3.38474], [2.59027, 1.28988, 2.69212], [1.80826, 2.26408, 3.97919], [2.70792, 0.80596, 4.38800], [-2.52985, -1.68684, 0.12153], [-4.03021, -2.19944, 0.90952], [-3.26606, -0.66619, 1.38416], [-0.33656, -3.29145, 2.00764], [-1.64371, -4.41041, 2.40867], [-1.47241, -3.79908, 0.74698], [-1.70593, -2.37801, 4.19875], [-2.57924, -0.91651, 3.64163], [-3.45216, -2.42371, 3.92090]],
  "forces_ev_per_angstrom": [[0.1, -0.1, 0.2], [-0.2, -0.3, 0.2], [0.7, 0.8, -0.6], [0.0, -0.5, 0.6], [-0.4, 0.8, -0.6], [0.0, -0.4, 0.1], [-0.5, -0.2, 0.6], [-0.4, 0.3, -1.0], [-1.0, 0.2, -0.6], [0.8, 1.3, 1.0], [0.2, -0.3, 0.4], [1.0, 1.1, -1.5], [0.2, 0.0, 0.0], [-0.3, 0.0, -0.1], [-0.1, -0.2, 0.3], [-0.1, -0.1, -0.2], [-0.2, 0.1, 0.2], [0.2, -0.2, -0.2], [0.1, -0.2, 0.2], [-1.3, 0.2, -0.3], [0.2, -0.3, 0.3], [0.2, -0.4, 0.0], [0.7, 0.0, 0.2], [0.3, -0.2, -0.3], [0.1, -0.3, 0.2], [-1.9, -0.2, 0.0], [0.3, 0.3, 0.2], [0.0, -0.4, 0.2], [-0.1, 0.2, -0.2], [0.0, 0.0, 0.5], [-0.3, 0.0, -0.1], [0.4, -0.1, -0.2], [-0.2, -0.1, 0.0], [0.1, 0.1, -0.1], [0.1, 0.0, 0.3], [-0.3, -0.1, 0.2], [0.0, -0.2, -0.2], [0.2, 0.2, 0.0], [1.5, -0.6, 0.5], [0.0, 0.5, -0.1], [0.5, -0.7, 0.6], [0.0, 0.1, -0.2], [0.0, 0.0, 0.1], [-0.7, 0.2, 1.0], [0.2, -0.7, -1.0], [-0.3, 0.8, -0.4], [0.1, -0.1, 0.0], [0.1, -0.1, 0.1], [0.4, -0.4, 0.4], [0.0, 0.3, 0.0], [-0.3, 0.5, -0.7], [0.4, -0.7, -0.2], [-0.2, 0.2, 0.7], [0.1, -0.1, 0.0], [-0.1, 0.1, 0.1], [-0.3, 0.0, -0.3], [0.0, -0.1, 0.1], [0.1, 0.1, -0.1], [-0.1, 0.0, -0.2], [0.0, 0.1, 0.2], [0.2, 0.0, 0.0], [0.0, -0.2, 0.0], [0.2, 0.1, 0.0], [-0.1, 0.1, 0.0], [0.1, -0.2, -0.1], [-0.1, 0.0, 0.2], [-0.2, 0.0, -0.2], [0.1, 0.2, -0.1], [-0.1, 0.0, 0.1], [0.0, -0.2, -0.2], [-0.1, 0.2, -0.1], [-0.2, -0.1, 0.5], [0.1, 0.1, 0.0], [0.1, -0.3, -0.1], [-0.1, -0.1, 0.0], [0.1, 0.1, -0.1], [0.0, 0.0, 0.2], [-0.2, 0.1, -0.1], [0.1, -0.3, 0.0], [0.1, 0.0, 0.0]]
}



Record 4
{
  "formula": "C3H4N2",
  "method": "ωB97M-V/def2-TZVPD",
  "gap_ev": 9.2,
  "e_tot_ha": -226.09205,
  "largest_force_ev_per_a": 0.51,
  "lumo_ev": 0.49,
  "homo_ev": -8.69,
  "elements": ["N", "C", "C", "N", "C", "H", "H", "H", "H"],
  "coordinates": [[-0.05662, -0.84206, 0.41839], [-0.79691, -0.62373, -0.94839], [-0.40395, 0.66450, -1.13500], [0.29380, 1.31785, -0.07551], [0.46708, 0.46259, 0.84220], [-0.52400, -1.41268, 1.12362], [0.68061, -1.41451, -0.00438], [-0.58885, 1.23893, -2.03333], [0.92884, 0.60913, 1.81239]],
  "forces_ev_per_angstrom": [[-0.1, -0.1, 0.1], [0.3, 0.4, 0.1], [-0.2, -0.1, -0.2], [0.0, -0.3, 0.3], [0.0, 0.1, -0.2], [-0.1, 0.2, -0.2], [0.2, -0.1, 0.3], [-0.1, 0.0, 0.2], [0.0, -0.1, -0.2]]
}



Record 5
{
  "formula": "C22H50O3OsP2S",
  "method": "ωB97M-V/def2-TZVPD",
  "gap_ev": [8.0, 4.0],
  "s_squared": 6.025,
  "spin_multiplicity": 5,
  "e_tot_ha": -2263.68714,
  "largest_force_ev_per_a": 6.96,
  "charge": 4,
  "lumo_ev": [-12.54, -17.87],
  "homo_ev": [-20.49, -21.92],
  "elements": ["Os", "C", "O", "C", "O", "P", "C", "H", "C", "H", "C", "H", "C", "P", "H", "H", "C", "H", "C", "H", "H", "H", "C", "H", "H", "H", "C", "H", "H", "H", "C", "H", "H", "H", "C", "H", "H", "H", "C", "H", "H", "H", "C", "H", "H", "H", "C", "H", "C", "H", "H", "C", "H", "H", "H", "C", "H", "H", "H", "C", "H", "H", "H", "C", "H", "H", "H", "H", "H", "C", "S", "C", "O", "H", "H", "H", "H", "H", "H"],
  "coordinates": [[-0.36830, 0.03880, -0.18471], [0.63239, -0.84795, 1.11302], [1.26387, -1.42835, 1.93365], [0.98632, 1.02022, -0.95778], [1.82904, 1.63038, -1.50666], [0.27666, -1.74521, -1.59893], [-0.72998, -1.50578, -3.14609], [-0.40559, -2.29020, -3.84194], [2.04625, -1.75935, -2.26932], [2.23613, -0.67992, -2.41270], [-0.16991, -3.49620, -1.12297], [-1.22349, -3.37999, -0.81858], [-1.85769, 1.07129, 3.03723], [-1.01824, 1.57267, 1.45010], [-2.66017, 3.08980, 0.51598], [-2.61766, 0.35529, 2.68868], [-0.49151, 3.34537, 1.78533], [-1.43777, 3.84275, 2.08055], [3.06420, -2.27652, -1.24456], [4.04960, -1.83860, -1.47207], [3.18387, -3.36920, -1.28740], [2.80772, -1.99983, -0.21109], [2.24569, -2.44957, -3.62412], [2.17041, -3.54076, -3.54515], [3.26021, -2.21704, -3.98036], [1.54306, -2.10391, -4.38923], [-0.08853, -4.48033, -2.29910], [-0.57143, -4.12427, -3.21368], [-0.58734, -5.41406, -2.00183], [0.95380, -4.73487, -2.52633], [0.57422, -4.11261, 0.06964], [0.26438, -5.16382, 0.16002], [0.34287, -3.61272, 1.01601], [1.66204, -4.09760, -0.06365], [-2.20729, -1.71214, -2.82268], [-2.43141, -2.73493, -2.50310], [-2.81302, -1.47604, -3.70517], [-2.53064, -1.05056, -2.00683], [-0.48569, -0.15438, -3.82222], [-0.82549, 0.68094, -3.19644], [-1.06461, -0.11753, -4.75559], [0.56972, 0.02169, -4.05984], [-2.57087, 2.23311, 3.75163], [-3.22077, 2.81809, 3.08882], [-1.85386, 2.91359, 4.23057], [-3.20239, 1.81275, 4.54875], [-0.96094, 0.31993, 4.02285], [-0.24796, 0.98177, 4.53041], [-1.99093, 1.84263, -1.11988], [-0.40829, -0.49285, 3.54221], [-1.60052, -0.12005, 4.79982], [-3.72079, 1.21371, 0.62702], [-1.57291, 0.81143, -1.39595], [-2.87792, 1.84832, -1.75360], [-1.29792, 2.62155, -1.46325], [-2.46136, 2.02536, 0.32671], [-4.43477, 1.40215, -0.18002], [-4.18903, 1.49960, 1.57393], [-3.50240, 0.13859, 0.64865], [0.01928, 4.04881, 0.53139], [0.84266, 3.49219, 0.06313], [0.40729, 5.03864, 0.81954], [-0.76298, 4.19631, -0.22303], [0.48815, 3.56262, 2.93230], [1.52298, 3.40041, 2.61412], [0.28218, 2.94747, 3.81324], [0.41035, 4.62146, 3.22999], [-3.86763, 0.75757, -2.62144], [-3.31160, 0.44557, -3.03757], [4.33603, 0.17529, 1.13778], [2.82801, 1.09410, 1.43110], [2.66145, 0.78628, 3.19855], [3.14847, 2.54188, 1.25135], [4.23819, -0.77813, 1.66551], [5.16323, 0.77263, 1.52747], [4.40439, 0.03849, 0.05446], [3.20292, 1.60994, 3.66270], [1.58632, 0.77794, 3.42796], [3.13725, -0.15408, 3.48271]],
  "forces_ev_per_angstrom": [[-1.1, -0.7, 0.4], [1.8, -3.7, 4.1], [-2.1, 2.5, -3.4], [4.4, 4.1, -3.5], [-2.7, -2.4, 2.1], [-1.2, 0.6, -1.8], [-0.1, 0.1, 0.0], [0.1, 0.1, 0.3], [2.2, -1.5, -0.3], [-0.7, 0.3, 0.2], [1.4, -3.3, 0.3], [-0.3, 0.9, -0.1], [0.0, -0.8, 0.1], [-1.8, 2.8, 2.8], [0.4, -0.1, -0.1], [0.2, 0.1, 0.1], [0.8, 0.3, -0.2], [0.2, -0.7, -0.1], [-0.4, 0.1, 0.1], [-0.2, -0.2, 0.0], [0.0, 0.3, -0.1], [0.1, 0.0, -0.2], [-1.1, 0.3, 0.3], [0.2, 0.1, -0.1], [0.1, -0.1, 0.1], [0.3, 0.0, 0.1], [-0.1, 1.1, -0.2], [0.0, -0.2, 0.2], [0.1, 0.0, 0.1], [-0.1, -0.2, 0.1], [-0.4, 0.9, 0.2], [0.2, 0.1, 0.0], [0.0, -0.1, -0.2], [-0.1, -0.2, 0.0], [-0.3, -0.1, 0.3], [0.0, 0.1, -0.2], [0.1, -0.2, 0.2], [0.0, -0.2, -0.2], [0.1, 0.3, 0.1], [0.1, -0.1, -0.3], [0.2, 0.0, 0.2], [-0.2, 0.0, -0.1], [0.0, 0.4, -0.1], [0.1, -0.1, 0.2], [-0.3, -0.2, -0.1], [0.2, 0.0, -0.3], [0.2, -0.1, 0.1], [-0.2, -0.1, -0.1], [-0.5, 1.0, 0.1], [-0.1, 0.0, 0.2], [0.2, 0.1, -0.2], [0.1, -0.1, -0.1], [-0.6, 0.0, -0.4], [0.5, 0.1, -0.1], [-0.1, -0.4, 0.1], [-0.2, -0.9, -0.6], [-0.1, 0.0, 0.1], [0.1, -0.1, -0.3], [-0.2, 0.1, -0.1], [0.1, 0.1, -0.3], [-0.1, 0.3, 0.1], [-0.2, -0.3, -0.2], [0.2, 0.1, 0.2], [0.2, 0.0, 0.3], [-0.3, 0.1, 0.1], [0.0, 0.2, -0.1], [0.1, -0.4, 0.0], [0.2, -0.5, -0.8], [-1.0, 0.5, 0.2], [0.0, -0.3, -1.0], [2.0, 0.2, 1.6], [-0.8, 0.3, 0.3], [-0.3, -0.2, -0.4], [0.0, 0.1, -0.2], [0.0, 0.0, 0.0], [0.4, 0.0, 0.2], [-0.2, 0.1, 0.2], [0.5, 0.1, 0.2], [-0.2, 0.0, -0.3]]
}



Record 6
{
  "formula": "C3H11N2S",
  "method": "ωB97M-V/def2-TZVPD",
  "gap_ev": 10.0,
  "e_tot_ha": -628.29878,
  "largest_force_ev_per_a": 4.04,
  "charge": 1,
  "lumo_ev": -2.98,
  "homo_ev": -12.98,
  "elements": ["C", "C", "C", "N", "N", "S", "H", "H", "H", "H", "H", "H", "H", "H", "H", "H", "H"],
  "coordinates": [[-0.99908, -0.23408, -2.10431], [-1.93051, 0.50372, 0.00327], [2.44469, -0.52473, 1.56029], [1.61475, -0.44959, 0.58053], [-0.78125, 0.62120, -0.89457], [2.11438, 0.43000, 3.02818], [-0.01465, -0.15669, -2.74220], [-1.19805, -1.20186, -1.85764], [-1.93665, 0.02574, -2.48034], [-2.33654, -0.53284, 0.24147], [-1.75748, 1.00348, 0.95252], [-2.68220, 1.21325, -0.23965], [3.38410, -1.04252, 1.73135], [2.07109, -0.98435, -0.16019], [0.04055, 0.11811, -0.37709], [-0.67588, 1.60274, -1.20968], [2.64273, -0.39160, 3.96805]],
  "forces_ev_per_angstrom": [[3.2, 2.2, -1.1], [-1.2, 0.1, 2.2], [-1.4, 1.2, 1.6], [1.7, -0.7, 0.1], [0.5, -2.4, 0.4], [-0.4, -0.1, -0.2], [-2.5, -0.1, 0.8], [0.3, -2.9, 1.3], [-1.0, 1.2, -1.6], [0.9, 1.3, -0.9], [1.1, -0.5, 0.5], [-1.2, 0.0, -1.4], [0.0, -0.5, -1.1], [-0.3, -0.1, -0.4], [-0.4, 2.0, -0.4], [0.6, -0.8, 0.6], [0.1, 0.1, -0.5]]
}